(1)
Computed, not measured: a structure of composition C24H52N5O7PTi, with ωB97M-V with the def2-TZVPD basis set.

Geometry as XYZ:
```
90
Properties=species:S:1:pos:R:3:lowdin_spin:R:1
Ti 0.21732 0.45988 -0.47400 1.776
C -0.49331 1.15786 5.62511 0.000
N -0.51028 2.08555 4.49996 0.000
C -0.85166 3.47252 4.79824 0.000
C -0.37414 1.69858 3.22155 0.000
O -0.44379 2.46359 2.27179 0.003
C -0.08711 0.20229 2.99135 0.003
O -0.35568 -0.31176 1.67299 0.018
C -1.73320 -0.64120 1.50196 0.009
C -2.35729 0.39039 0.57915 0.018
O -1.59815 1.12732 -0.07473 0.016
N -3.68336 0.46832 0.51131 0.014
C -4.32062 1.55208 -0.22110 0.001
C -4.56833 -0.56030 1.04371 0.001
H -0.32316 1.72364 6.53712 0.000
H 0.31049 0.42907 5.53522 0.000
H -1.44755 0.63343 5.72366 0.000
H -1.76541 3.50629 5.39224 0.000
H -1.01141 4.00126 3.86515 0.000
H -0.04508 3.95318 5.35248 0.000
H -0.65509 -0.39141 3.70799 0.000
H 0.97514 0.01944 3.16772 0.000
H -2.24695 -0.68582 2.46396 0.001
H -1.76234 -1.61943 1.02750 0.002
H -4.64465 1.21768 -1.21049 0.000
H -3.61923 2.37421 -0.33327 0.000
H -5.19238 1.89297 0.33505 0.000
H -4.02927 -1.48487 1.23367 0.000
H -5.34328 -0.76876 0.30649 0.000
H -5.05113 -0.23001 1.96520 0.001
C 2.74647 1.81564 1.40176 0.005
O 1.76427 1.88736 0.37884 0.026
C 1.65666 3.22074 -0.11748 0.002
C 0.37487 3.34565 -0.92192 0.004
O 0.21977 2.25787 -1.84353 0.010
C 1.07326 2.31426 -3.00211 0.000
C 1.56607 0.89417 -3.25748 0.001
O 2.01249 0.34368 -2.02221 0.012
C 3.40222 0.57615 -1.79659 0.002
H 2.51689 2.51847 2.20768 0.000
H 2.74408 0.80100 1.78635 0.001
H 3.73809 2.05290 1.00467 0.000
H 1.60254 3.93005 0.71286 0.000
H 2.54791 3.45869 -0.71067 0.000
H -0.46122 3.25094 -0.23380 0.001
H 0.33644 4.30623 -1.44038 0.000
H 0.50669 2.67710 -3.86247 0.000
H 1.90690 2.99522 -2.82474 0.000
H 0.73676 0.27867 -3.59605 0.000
H 2.35881 0.88335 -4.00761 0.000
H 3.66882 1.62625 -1.94258 0.000
H 3.62036 0.28561 -0.77395 0.000
H 3.99636 -0.03062 -2.48344 0.000
C 3.93442 -1.55852 1.75219 0.000
C 3.44298 -2.13214 0.42339 -0.001
P 1.64995 -1.87361 -0.02154 0.013
C 1.61388 -2.92748 -1.57000 0.005
C 2.76715 -3.87924 -1.89368 0.001
C 0.89425 -3.00670 1.24733 0.000
C 1.49179 -4.40057 1.43290 0.000
H 4.81952 -2.10466 2.07805 0.000
H 3.18501 -1.65664 2.54157 0.000
H 4.22935 -0.51391 1.66726 0.000
H 3.55729 -3.21317 0.44757 0.000
H 4.06739 -1.77403 -0.39542 0.000
H 1.48866 -2.23227 -2.40507 0.001
H 0.69174 -3.50203 -1.49749 0.000
H 3.70669 -3.35705 -2.06871 0.000
H 2.52088 -4.42043 -2.80816 0.000
H 2.92909 -4.62432 -1.11745 0.000
H -0.14563 -3.11705 0.94938 0.000
H 0.91437 -2.47754 2.20260 0.000
H 1.49693 -4.96173 0.49926 0.000
H 0.87311 -4.95723 2.13762 0.000
H 2.50083 -4.37103 1.84158 0.000
C -3.87783 -0.39301 -4.69147 0.000
N -2.91769 -0.61076 -3.62546 0.002
C -2.71444 -1.86971 -2.95088 0.001
C -1.61074 -1.49306 -1.97437 0.010
O -1.20716 -2.18716 -1.06508 0.021
N -1.19289 -0.21456 -2.22131 0.012
C -2.04145 0.27219 -3.13866 0.001
N -1.99709 1.54949 -3.54014 0.001
H -4.10443 -1.34554 -5.16393 0.000
H -3.46249 0.27084 -5.44923 0.000
H -4.81263 0.03002 -4.31646 0.000
H -2.39655 -2.66267 -3.63253 0.000
H -3.61044 -2.20791 -2.42650 0.000
H -1.50788 2.16731 -2.90522 0.000
H -2.80056 1.93048 -4.01409 0.000
```

Calculated values
LUMO energy (spin up / spin down) in eV: -4.185 / -4.193
Net charge: +2
HOMO-LUMO gap (spin up / spin down) in eV: 7.321 / 9.491
Max |F| in eV/A: 2.69
E in Ha: -2936.562453
2S+1: 3
<S²>: 2.003

=====

(2)
Computed, not measured: a structure of composition C24H52NO16S, with ωB97M-V with the def2-TZVPD basis set.

Geometry as XYZ:
```
94
Properties=species:S:1:pos:R:3:lowdin_charge:R:1
N 10.94576 -63.15340 54.24482 0.198
H 10.83597 -63.55136 53.36981 0.056
H 10.16643 -63.60112 54.83148 0.129
H 10.80748 -62.09242 54.15965 0.076
H 11.87722 -63.33463 54.56089 0.059
S 10.77017 -60.03434 55.57434 0.128
O 11.58797 -59.51240 56.65739 -0.413
O 11.45974 -59.49819 54.38461 -0.414
O 10.68541 -61.40731 55.42230 -0.364
O 9.48724 -59.35344 55.72981 -0.409
O 8.96801 -64.27257 52.53269 0.017
C 7.89862 -63.98090 53.00122 -0.606
O 6.75833 -64.45691 52.74743 -0.005
C 6.69273 -65.72202 52.07046 -0.175
C 5.22074 -66.09572 51.66311 -0.034
C 7.87134 -62.92689 54.13335 0.061
H 7.16103 -66.37154 52.66317 0.090
H 7.23995 -65.70749 51.17142 0.006
H 4.92152 -65.31236 50.97507 0.058
H 4.56492 -66.25887 52.62923 0.107
H 5.18649 -67.14190 51.03710 0.118
H 8.54365 -63.38928 54.99071 0.125
H 6.93735 -62.64877 54.53248 0.095
H 8.19018 -61.99370 53.73678 0.003
O 10.31921 -65.05813 51.57097 0.042
C 10.67742 -65.03602 50.37612 -0.420
O 10.39678 -66.02485 49.42000 -0.043
C 9.48034 -67.04091 49.48735 -0.242
C 8.04045 -66.43805 49.50813 -0.051
C 11.50439 -64.00543 49.84591 0.025
H 9.65667 -67.43487 50.51043 0.123
H 9.60849 -67.93088 48.85352 0.119
H 7.25062 -67.25897 49.52959 0.097
H 7.74449 -65.80618 48.61586 0.112
H 7.95995 -66.02084 50.50149 -0.008
H 11.65925 -63.25340 50.63082 0.097
H 11.17934 -63.50786 49.00565 0.061
H 12.52333 -64.50353 49.54425 0.149
O 7.11175 -68.06670 55.12028 -0.038
C 7.72727 -67.75523 56.27197 -0.508
O 8.01165 -68.43230 57.25309 0.048
C 7.51440 -69.79822 57.39176 -0.139
C 8.19322 -70.57072 58.53955 -0.052
C 8.30590 -66.30513 56.34811 0.045
H 7.72825 -70.16858 56.40429 0.119
H 6.56738 -70.11243 57.65937 0.101
H 7.96829 -70.14834 59.42831 0.033
H 9.33763 -70.62900 58.33082 0.108
H 8.04123 -71.58842 58.79811 0.066
H 7.66522 -65.43308 56.43492 0.089
H 9.02686 -66.22875 55.59208 0.036
H 8.96198 -66.56456 57.28263 0.119
O 14.49611 -65.00359 51.73831 0.145
C 13.96324 -64.78780 52.74899 -0.506
O 13.70371 -63.51276 53.16658 0.000
C 14.01902 -62.41121 52.35018 -0.233
C 13.35839 -61.15971 52.76611 -0.044
C 13.37662 -65.73329 53.72017 0.000
H 13.79997 -62.60320 51.40360 0.056
H 15.10324 -62.30719 52.24818 0.133
H 12.34453 -61.05915 52.52600 0.054
H 13.93725 -60.36352 52.46333 0.070
H 13.28094 -61.00557 53.79012 0.058
H 12.37804 -65.77443 53.58887 -0.007
H 13.72428 -65.49399 54.69132 0.088
H 13.76673 -66.81624 53.70462 0.142
O 11.68128 -65.39265 54.59415 -0.017
C 12.04027 -65.57767 55.71738 -0.565
O 12.03136 -66.68270 56.45245 0.045
C 11.74112 -67.82520 55.71800 -0.216
C 11.78268 -69.09445 56.56083 -0.016
C 12.47530 -64.33910 56.47799 0.075
H 12.39524 -67.96837 54.96958 0.080
H 10.71838 -67.63789 55.48729 0.114
H 12.75716 -69.15641 57.11941 0.115
H 11.49952 -69.98203 55.94619 0.111
H 11.05036 -68.89877 57.11739 -0.034
H 13.51377 -64.41024 56.71099 0.087
H 11.72395 -64.41239 57.46470 0.179
H 12.17561 -63.45045 55.98539 0.044
O 9.46312 -61.61424 52.11939 0.180
C 8.30603 -61.60855 52.07019 -0.465
O 7.44490 -60.91952 53.03047 -0.142
C 7.92843 -59.88773 53.70446 -0.331
C 6.81721 -59.02341 54.27083 -0.058
C 7.40671 -62.54818 51.16241 0.048
H 8.68021 -59.30148 53.09461 0.159
H 8.39896 -60.31551 54.67299 0.109
H 6.17221 -59.38657 54.87372 -0.027
H 6.18770 -58.49245 53.35502 0.117
H 7.25300 -58.10254 54.84808 0.115
H 7.19180 -61.76735 50.23179 0.159
H 6.60688 -62.98074 51.87504 0.111
H 7.94104 -63.48434 50.93504 0.073
```

Calculated values
LUMO energy in eV: 1.701
Net charge: -1
HOMO-LUMO gap in eV: 4.459
Relative energy (zero: lowest compared OMol25 entry of this formula, charge and spin) in kJ/mol: 544.7
Max |F| in eV/A: 12.16
E in Ha: -2601.789430

=====

Q: net charge of number 2 (C24H52NO16S)?
A: -1

=====

Q: The lowest max |F| belongs to which entry?
A: C24H52N5O7PTi

=====

Q: Look up the net charge of the first one.
A: +2